1.
Here is a molecular structure, C46H33F5GeNRhSb from OMol25. Energies are from the ωB97M-V functional and the def2-TZVPD basis.

XYZ file:
```
88
Properties=species:S:1:pos:R:3:forces:R:3
Rh 0.65651 -0.59802 -0.37945 0.787 -0.564 0.357
F 5.46257 -2.27021 -2.23009 0.051 -0.018 -0.029
C 4.67253 -2.00025 -1.19513 -0.097 0.023 0.148
C 3.30229 -1.98645 -1.37864 -0.064 -0.061 -0.173
C 2.48449 -1.68686 -0.29781 -0.158 0.339 0.137
C 3.02919 -1.45156 0.98416 -0.117 -0.113 -0.113
C 4.42147 -1.43830 1.09302 -0.094 -0.015 -0.149
F 4.99827 -1.12229 2.25962 0.012 -0.015 0.072
C 5.25565 -1.71094 0.02871 0.027 -0.033 -0.020
C 2.12115 -1.22071 2.12359 -0.027 -0.030 0.328
C 2.45343 -1.48543 3.45046 0.025 -0.004 -0.114
C 1.52985 -1.23232 4.44874 -0.034 0.024 -0.048
C 0.28669 -0.71754 4.11119 0.038 -0.019 0.035
C 0.00746 -0.50724 2.77586 -0.157 0.082 0.096
N 0.89470 -0.75997 1.81467 -0.022 -0.124 -0.494
H 2.91089 -2.20995 -2.36356 -0.028 0.048 0.007
H 6.32985 -1.71066 0.15268 -0.007 0.024 -0.002
H 3.41820 -1.90074 3.69140 0.038 0.025 0.009
H 1.78169 -1.43558 5.48109 -0.010 -0.005 -0.001
H -0.45555 -0.49131 4.86358 -0.011 -0.002 -0.023
H -0.95581 -0.12440 2.45960 0.047 0.011 -0.027
F -6.44509 -4.22139 -3.93253 -0.036 -0.021 -0.024
C -5.37084 -3.75638 -3.30094 0.165 0.099 0.119
C -5.47556 -2.58084 -2.57693 -0.110 -0.046 -0.080
C -4.35706 -2.09904 -1.91799 0.072 0.015 0.039
C -3.16165 -2.80595 -1.97812 0.553 0.218 -0.048
C -3.06726 -3.97101 -2.73197 0.038 0.025 0.006
C -4.18084 -4.45885 -3.39275 -0.072 -0.061 -0.076
Sb -1.48631 -2.12628 -0.81483 -1.082 -0.531 0.718
C -1.07944 -3.86068 0.36435 -0.034 0.405 -0.244
C -1.16923 -3.83554 1.75197 0.028 -0.004 -0.062
C -0.89508 -4.97810 2.48644 0.029 -0.042 0.113
C -0.51452 -6.12750 1.81617 -0.034 0.133 -0.105
F -0.24995 -7.22703 2.52005 0.005 -0.023 0.023
C -0.38831 -6.16720 0.43790 0.050 -0.076 0.009
C -0.66733 -5.02093 -0.28605 -0.026 0.055 0.050
C -2.59662 -0.82667 0.48571 0.204 -0.321 -0.289
C -2.52396 0.54153 0.23698 -0.081 -0.057 0.082
C -3.28933 1.43731 0.96875 0.017 0.097 0.040
C -4.11353 0.94128 1.96272 0.104 -0.069 -0.104
F -4.83853 1.79685 2.68088 -0.041 0.023 0.030
C -4.21253 -0.41484 2.22708 -0.044 -0.010 0.086
C -3.45462 -1.29998 1.47655 -0.029 0.011 -0.023
H -6.42325 -2.06142 -2.53487 0.003 -0.004 -0.008
H -4.43399 -1.18117 -1.35071 -0.029 0.003 0.024
H -2.13388 -4.51237 -2.80975 -0.037 -0.031 -0.021
H -4.13987 -5.36860 -3.97611 -0.003 0.006 0.003
H -1.45032 -2.92776 2.27112 0.002 -0.044 0.038
H -0.97424 -4.98826 3.56543 0.014 -0.023 -0.009
H -0.07096 -7.07959 -0.04836 -0.006 -0.010 0.028
H -0.55027 -5.03905 -1.36283 0.010 -0.075 0.018
H -1.87304 0.91922 -0.54380 0.013 0.059 -0.060
H -3.26399 2.50237 0.77622 -0.003 -0.011 0.032
H -4.88639 -0.75759 3.00122 0.008 -0.004 -0.006
H -3.54690 -2.36318 1.66131 -0.052 0.021 0.001
C 3.42854 1.71622 -1.71740 -0.389 -0.313 -0.141
Ge 1.55804 1.56511 -1.07788 0.709 1.820 0.491
C 1.50086 2.24726 0.81735 -0.023 -0.611 -0.985
C 2.62981 2.14323 1.62236 -0.039 0.079 0.297
C 2.56429 2.55780 2.94824 0.118 -0.051 -0.124
C 1.37638 3.06071 3.46183 0.012 0.020 0.110
C 0.24829 3.15802 2.65752 -0.101 -0.004 -0.113
C 0.30708 2.74125 1.33459 0.027 0.102 0.242
C 0.54406 2.96408 -2.11666 0.254 -0.445 0.181
C -0.47250 2.52370 -2.97302 -0.152 0.212 -0.390
C -1.02726 3.35683 -3.93299 -0.060 -0.390 0.216
C -0.59215 4.67423 -4.03601 0.121 0.403 -0.043
C 0.39451 5.17441 -3.17349 0.051 -0.049 0.135
C 0.83790 6.50999 -3.27092 -0.267 -0.151 -0.254
C 1.76540 7.02439 -2.37604 0.306 -0.013 0.310
C 2.27237 6.21482 -1.36962 -0.063 0.411 -0.205
C 1.85827 4.88972 -1.25862 -0.131 -0.389 0.005
C 0.94796 4.32491 -2.16992 -0.137 0.130 -0.105
H 3.67837 2.76272 -1.88932 -0.050 0.023 0.038
H 3.53498 1.17315 -2.65623 0.061 0.030 0.004
H 4.12670 1.29162 -0.99753 -0.072 -0.048 0.047
H 3.56432 1.75633 1.23263 -0.018 -0.037 -0.014
H 3.44716 2.49007 3.57132 -0.035 0.020 0.037
H 1.33372 3.38450 4.49389 -0.015 -0.009 -0.010
H -0.67831 3.55208 3.05658 0.034 0.014 0.034
H -0.57491 2.81968 0.70963 -0.032 -0.024 -0.022
H -0.80697 1.49428 -2.92147 0.020 -0.027 0.006
H -1.78599 2.97660 -4.60411 -0.011 0.063 -0.009
H -1.03300 5.34034 -4.76837 0.025 -0.050 -0.045
H 0.45400 7.12914 -4.07328 -0.027 0.030 0.051
H 2.09012 8.05257 -2.45809 -0.010 -0.006 -0.034
H 2.98722 6.61994 -0.66620 -0.020 -0.038 0.034
H 2.19992 4.28964 -0.42479 0.116 0.016 -0.042
```
Forces are in eV/Å.

Computed properties:
charge	+2
largest force on an atom	2.014	eV/Å
spin multiplicity	6
HOMO level (alpha / beta)	-12.7 / -13.4	eV
orbital gap (alpha / beta)	0.245 / 0.161	Eh
total energy	-129357.4930	eV
LUMO energy (alpha / beta)	-6.04 / -9.03	eV

2.
Here is 4 unconnected molecules or ions with the total composition C44H71F4N2O2P from OMol25. Energies are from the ωB97M-V functional and the def2-TZVPD basis.

XYZ file:
```
124
Properties=species:S:1:pos:R:3:forces:R:3
C 1.09654 -5.03478 1.62985 0.415 0.200 -0.731
C -0.01139 -5.28762 0.54116 -0.479 -0.223 0.087
C -1.38347 -5.81230 1.12724 -0.082 0.194 -0.506
C -2.45003 -4.67730 1.37894 0.284 -0.553 0.157
C -3.44545 -4.45715 0.18012 0.748 0.556 0.659
C -2.60811 -4.04126 -1.08912 -1.396 0.690 0.349
C -3.49783 -3.40316 -2.23624 -0.272 -1.354 0.054
C -2.84451 -3.46697 -3.67378 0.158 0.898 0.283
C -1.27823 -3.50243 -3.67623 -0.090 0.545 -0.736
C -0.65592 -2.08623 -3.35676 0.519 -0.562 -1.394
C 0.91211 -2.15161 -3.16643 -1.051 0.744 1.213
C 1.27813 -2.28717 -1.62140 1.106 0.591 -0.836
C 1.80896 -0.92531 -1.02338 0.130 -0.304 -0.705
C 0.67262 0.09099 -0.62559 0.349 -0.552 -0.485
C 0.66129 0.51131 0.88125 0.457 1.538 -0.857
C 2.09072 1.11923 1.23228 -0.318 -0.424 1.101
C 2.77951 0.36209 2.42809 0.821 1.899 -0.535
F 3.25909 -0.89640 2.07238 -0.484 0.267 0.288
O 0.46413 -0.55907 1.80061 -0.539 -0.285 -1.243
C -0.66104 -1.37043 1.47174 0.041 -0.500 1.537
P -1.63364 -1.67765 3.07561 -2.806 -0.221 -0.744
N -3.20625 -1.91130 2.75554 1.137 0.588 0.401
C -0.47707 1.61462 1.05453 0.037 -0.278 -0.005
N -0.78266 1.80483 2.49645 0.021 -0.285 -1.051
C -0.16754 2.94620 0.27324 -0.162 0.186 -0.663
C -1.24265 3.29677 -0.84922 0.916 0.745 -0.118
C -0.48801 3.52877 -2.22014 -0.016 0.238 0.572
C 0.33463 4.89063 -2.21421 0.414 -1.404 -0.757
C 1.60165 4.64289 -3.12947 -0.152 0.837 -0.443
C 1.19487 4.48687 -4.64852 -0.680 1.026 1.083
O 0.80528 3.16390 -5.00350 1.113 0.603 -0.534
C 1.79276 2.48538 -5.77655 -0.451 -1.291 -0.512
H 1.93949 -5.76061 1.50026 -0.737 0.525 0.368
H 0.72802 -5.06007 2.67878 0.096 -0.158 -0.731
H 1.54064 -4.02021 1.46794 -0.242 -0.741 0.208
H -0.16451 -4.33057 -0.01102 -0.077 -0.839 0.383
H 0.29681 -6.03374 -0.23715 0.173 0.666 0.746
H -1.83908 -6.54047 0.40547 0.399 0.461 0.566
H -1.15875 -6.38857 2.05570 -0.254 0.447 -0.561
H -2.98834 -4.89781 2.33548 0.238 0.341 -0.864
H -1.89081 -3.72511 1.52999 -0.558 -0.692 -0.037
H -4.05028 -5.37840 0.02197 0.486 0.549 -0.103
H -4.14181 -3.64232 0.50821 0.535 -0.555 -0.441
H -2.07364 -4.95694 -1.42338 -0.140 0.853 -0.002
H -1.91274 -3.22958 -0.74316 -0.181 -0.944 -0.388
H -4.43280 -4.02198 -2.29231 0.662 0.600 0.098
H -3.84604 -2.37560 -1.95812 0.595 -0.764 -0.170
H -3.28292 -4.28488 -4.29527 0.456 0.399 0.702
H -3.13464 -2.51333 -4.19522 0.244 -0.831 0.245
H -0.83192 -4.31428 -3.05732 -0.454 0.625 -0.215
H -0.96914 -3.72246 -4.73439 -0.129 0.055 0.885
H -0.82402 -1.48062 -4.28905 -0.142 -0.344 0.869
H -1.17438 -1.55584 -2.52685 0.438 -0.482 -0.381
H 1.37578 -2.95251 -3.78558 -0.495 0.421 0.468
H 1.33186 -1.17713 -3.51399 -0.168 -0.725 0.134
H 2.14591 -2.99357 -1.58795 -0.928 0.252 0.445
H 0.41197 -2.62311 -1.00879 0.654 -0.141 -0.558
H 2.52851 -1.16745 -0.20931 -0.747 0.377 -0.253
H 2.41870 -0.45097 -1.84011 -0.351 -0.392 0.777
H 0.81251 1.00276 -1.26091 -0.220 -0.605 0.791
H -0.29784 -0.35172 -0.97598 0.633 0.485 0.581
H 2.76175 1.16022 0.34330 -0.470 -0.224 0.684
H 2.01031 2.18161 1.58902 -0.093 -0.865 -0.302
H 3.68529 0.97836 2.67691 -0.564 -0.575 -0.134
H 2.15770 0.36497 3.34998 0.186 -0.576 -0.824
H -1.39596 -0.90202 0.78382 0.440 -0.344 0.497
H -0.35420 -2.38397 1.10670 -0.103 0.866 0.003
H -1.54750 -0.56929 3.96084 0.962 -0.429 -0.278
H -1.15165 -2.86722 3.71973 0.620 0.750 -0.314
H -3.71394 -1.17937 3.26000 -0.036 -0.285 -0.284
H -1.42265 1.20296 0.60759 0.845 0.189 0.370
H -1.72637 2.18003 2.52177 0.339 0.315 0.467
H -0.10461 2.44487 2.90043 -0.394 0.086 0.087
H -0.09338 3.82599 0.96624 -0.077 -0.935 -0.301
H 0.82001 2.91564 -0.25739 -0.769 -0.173 0.656
H -2.05517 2.54088 -0.92858 0.642 0.390 0.041
H -1.70482 4.27288 -0.54969 0.054 -0.826 -0.387
H 0.28388 2.73218 -2.38484 -0.889 0.413 0.244
H -1.17843 3.46277 -3.09260 0.462 0.222 0.602
H 0.64838 5.15391 -1.17921 -0.226 -0.194 -0.643
H -0.27361 5.72196 -2.63634 0.406 -0.457 0.355
H 2.29719 5.52218 -3.07277 -0.529 -0.636 -0.016
H 2.19108 3.75186 -2.81243 -0.499 0.558 -0.057
H 0.28614 5.13261 -4.79161 0.695 -0.496 -0.004
H 1.98642 4.92724 -5.29998 -0.410 -0.696 0.278
H 2.46266 3.16120 -6.35521 -0.368 -0.320 0.627
H 1.23758 1.86523 -6.52963 0.457 0.503 0.586
H 2.36840 1.74867 -5.15399 -0.198 0.851 -0.403
F -4.12574 -6.47235 -2.60106 0.029 0.007 -0.036
C -4.70167 -7.60354 -2.15663 -0.244 -0.505 0.192
C -4.37746 -8.80770 -2.75662 0.155 0.021 -0.149
C -4.96781 -9.97748 -2.29533 -0.128 0.191 0.169
C -5.88182 -9.92859 -1.24832 -0.010 -0.065 0.001
C -6.20221 -8.71153 -0.65826 0.159 -0.096 -0.188
C -5.60552 -7.54128 -1.11028 -0.037 0.201 0.047
H -3.66957 -8.82477 -3.57587 -0.005 0.041 0.033
H -4.71605 -10.92647 -2.75203 0.003 0.056 -0.010
H -6.34447 -10.84138 -0.89265 0.021 0.047 -0.013
H -6.91720 -8.67356 0.15414 0.046 0.033 -0.023
H -5.83711 -6.58602 -0.65737 -0.002 -0.002 -0.050
F 3.03400 3.86805 -0.21093 0.018 -0.065 -0.106
C 3.53008 4.92850 0.45438 0.241 0.515 0.351
C 4.25683 4.71887 1.61327 -0.021 -0.220 0.026
C 4.77284 5.81129 2.29888 -0.051 0.162 -0.350
C 4.54722 7.09889 1.82356 0.011 0.014 0.021
C 3.81116 7.29495 0.66033 0.077 -0.189 0.172
C 3.30306 6.20349 -0.03309 -0.146 -0.011 -0.190
H 4.41485 3.70893 1.97209 0.006 0.009 -0.045
H 5.34789 5.66010 3.19948 0.000 -0.032 -0.094
H 4.94642 7.95034 2.36186 -0.019 -0.040 -0.026
H 3.63266 8.29810 0.29323 0.001 -0.056 -0.020
H 2.73502 6.33610 -0.94507 0.009 -0.036 0.028
F 4.27254 5.53535 5.12382 -0.010 -0.136 0.205
C 3.64208 6.56680 5.71477 -0.321 0.497 0.289
C 2.36619 6.90600 5.30084 -0.082 -0.147 -0.177
C 1.71361 7.96801 5.91387 0.256 0.013 0.141
C 2.34759 8.68324 6.92433 -0.044 0.037 0.005
C 3.63162 8.33409 7.32638 -0.184 -0.071 -0.167
C 4.28253 7.26578 6.72233 0.213 -0.080 0.015
H 1.89258 6.34220 4.50665 0.052 -0.010 0.014
H 0.71201 8.23843 5.60385 0.046 -0.030 -0.018
H 1.83882 9.51387 7.39845 0.030 -0.041 -0.020
H 4.12617 8.89388 8.11035 -0.001 -0.053 -0.026
H 5.27940 6.97381 7.02811 -0.023 -0.014 -0.039
```
Forces are in eV/Å.

Computed properties:
charge	0
largest force on an atom	2.911	eV/Å
HOMO level	-7.9	eV
orbital gap	0.307	Eh
total energy	-74009.3461	eV
structure (SMILES)	CCCCCCCCCCCCCC[C@](CCF)(OC[PH2]=N)[C@@H](N)CCCCCCOC.Fc1ccccc1.Fc1ccccc1.Fc1ccccc1
LUMO energy	0.48	eV